No. 1
The following is a DFT calculation (ωB97M-V with the def2-TZVPD basis set) of a cluster of 11 separate species, C39H100O33S9 in total at a distorted geometry.

Output
Kohn-Sham gap = 0.33946 hartree
highest occupied orbital energy = -9.370 eV
charge = 0
calculated total energy = -207134.3766 eV
largest force on an atom = 0.0901 Eh/bohr
SMILES string = CCOS(C)(=O)=O.CCOS(C)(=O)=O.CCOS(C)(=O)=O.CCOS(C)(=O)=O.CCOS(C)(=O)=O.CCOS(C)(=O)=O.CCOS(C)(=O)=O.CCOS(C)(=O)=O.CCOS(C)(=O)=O.COCCOCCOC.COCCOCCOC

CARTESIAN COORDINATES (ANGSTROEM)
C  5.07  11.08  -22.92
C  6.26  10.13  -23.13
O  6.99  10.38  -24.30
S  7.95  9.21  -24.97
C  9.09  8.83  -23.55
O  7.23  7.94  -25.18
O  8.72  9.89  -26.05
H  4.50  11.26  -23.83
H  5.36  12.07  -22.56
H  4.29  10.68  -22.27
H  6.89  10.10  -22.24
H  5.88  9.11  -23.11
H  8.52  8.30  -22.78
H  9.35  9.79  -23.10
H  9.95  8.30  -23.97
C  -0.59  7.13  -21.38
C  -0.59  5.64  -21.01
O  -1.38  5.56  -19.80
S  -1.61  4.06  -19.07
C  -2.91  3.40  -20.21
O  -0.40  3.22  -19.22
O  -2.22  4.26  -17.76
H  -0.38  7.83  -20.57
H  -1.60  7.49  -21.59
H  0.11  7.32  -22.20
H  -1.05  5.05  -21.80
H  0.35  5.19  -20.69
H  -3.48  2.64  -19.68
H  -2.49  3.12  -21.18
H  -3.65  4.17  -20.39
C  9.57  2.24  -22.65
C  8.17  2.67  -22.31
O  8.32  3.26  -21.07
S  6.90  3.75  -20.22
C  6.16  2.09  -19.74
O  7.37  4.42  -18.99
O  5.99  4.37  -21.18
H  10.17  3.11  -22.92
H  9.57  1.44  -23.39
H  10.09  1.84  -21.77
H  7.76  3.37  -23.05
H  7.56  1.77  -22.28
H  6.91  1.63  -19.10
H  5.93  1.53  -20.65
H  5.26  2.38  -19.20
C  9.56  1.19  -15.20
C  10.11  0.12  -16.21
O  10.75  0.57  -17.42
S  12.40  1.03  -17.31
C  12.19  2.87  -17.49
O  12.83  0.67  -15.95
O  13.03  0.55  -18.54
H  8.73  1.76  -15.62
H  10.31  1.89  -14.84
H  9.29  0.81  -14.21
H  10.77  -0.64  -15.78
H  9.34  -0.64  -16.35
H  11.30  3.13  -16.92
H  12.02  3.06  -18.55
H  13.05  3.35  -17.02
C  11.76  -1.60  -29.08
C  12.47  -1.85  -30.41
O  13.49  -2.76  -30.16
S  13.67  -4.10  -31.17
C  14.10  -3.24  -32.74
O  14.84  -4.82  -30.55
O  12.32  -4.70  -31.32
H  12.48  -1.31  -28.32
H  11.23  -2.46  -28.67
H  11.06  -0.78  -29.24
H  11.82  -2.19  -31.23
H  12.78  -0.88  -30.78
H  14.53  -3.95  -33.45
H  14.90  -2.55  -32.47
H  13.22  -2.73  -33.13
C  3.56  8.16  -17.05
C  4.60  9.29  -17.04
O  3.94  10.45  -17.48
S  4.60  11.93  -17.15
C  4.32  12.06  -15.32
O  6.02  11.85  -17.45
O  3.81  12.97  -17.80
H  4.01  7.30  -16.54
H  3.24  7.92  -18.06
H  2.72  8.50  -16.44
H  5.10  9.54  -16.10
H  5.48  9.10  -17.65
H  3.26  11.82  -15.22
H  4.48  13.08  -14.95
H  4.98  11.33  -14.86
C  4.84  -3.24  -15.58
C  3.75  -2.26  -15.09
O  4.20  -0.93  -15.29
S  3.90  0.13  -14.05
C  2.05  0.07  -13.89
O  4.37  -0.36  -12.80
O  4.26  1.45  -14.52
H  5.78  -3.21  -15.03
H  5.19  -2.98  -16.58
H  4.59  -4.30  -15.58
H  2.82  -2.36  -15.66
H  3.42  -2.55  -14.09
H  1.57  0.07  -14.87
H  1.74  0.86  -13.20
H  1.70  -0.88  -13.49
C  12.20  -3.23  -23.41
C  12.70  -4.04  -22.18
O  12.40  -5.38  -22.39
S  11.94  -6.24  -21.06
C  10.19  -5.75  -21.19
O  12.05  -7.67  -21.39
O  12.60  -5.62  -19.89
H  12.43  -3.74  -24.35
H  12.61  -2.23  -23.49
H  11.12  -3.18  -23.26
H  13.78  -4.10  -22.08
H  12.26  -3.58  -21.30
H  9.76  -6.16  -22.11
H  10.03  -4.68  -21.12
H  9.68  -6.30  -20.40
C  8.94  3.69  -29.24
C  7.65  2.90  -29.39
O  7.45  2.59  -30.78
S  5.92  2.13  -31.27
C  6.03  0.46  -30.61
O  4.96  2.86  -30.43
O  5.90  2.05  -32.71
H  9.70  3.12  -29.78
H  9.33  3.71  -28.23
H  8.86  4.73  -29.57
H  7.69  2.04  -28.72
H  6.83  3.49  -28.99
H  5.14  -0.03  -31.01
H  6.10  0.43  -29.52
H  6.92  -0.02  -31.03
C  11.41  8.35  -18.30
O  12.76  8.17  -18.87
C  13.22  9.23  -19.70
C  14.57  8.97  -20.33
O  14.57  8.08  -21.44
C  15.79  7.96  -22.16
C  15.53  7.14  -23.45
O  14.41  7.60  -24.31
C  14.20  6.80  -25.48
H  11.22  7.45  -17.71
H  10.55  8.36  -18.97
H  11.41  9.15  -17.55
H  13.40  10.00  -18.95
H  12.47  9.50  -20.45
H  15.33  8.67  -19.61
H  14.96  9.92  -20.71
H  16.56  7.45  -21.58
H  16.24  8.91  -22.45
H  15.41  6.10  -23.15
H  16.43  7.19  -24.06
H  14.99  7.02  -26.19
H  13.26  7.08  -25.95
H  14.12  5.75  -25.21
C  0.60  0.43  -31.99
O  0.84  0.20  -30.58
C  0.30  -1.01  -30.07
C  -0.49  -0.84  -28.78
O  0.12  -0.28  -27.64
C  0.36  1.12  -27.78
C  0.75  1.75  -26.44
O  1.85  1.21  -25.79
C  3.14  1.61  -26.20
H  1.07  -0.33  -32.61
H  1.06  1.35  -32.33
H  -0.46  0.40  -32.25
H  1.10  -1.72  -29.84
H  -0.28  -1.46  -30.88
H  -0.70  -1.87  -28.50
H  -1.45  -0.38  -29.00
H  -0.47  1.60  -28.30
H  1.25  1.18  -28.40
H  -0.11  1.65  -25.78
H  0.71  2.83  -26.60
H  3.45  2.60  -25.86
H  3.13  1.40  -27.27
H  3.90  1.03  -25.69

Löwdin atomic charge list, values in e, 2 entries: number 1, C, carries -0.05; number 2, C, carries -0.31

***

No. 2
The following is a DFT calculation (ωB97M-V with the def2-TZVPD basis set) of a structure of composition C4H10O2Si at a distorted geometry.

Output
Kohn-Sham gap (spin up / spin down) = 0.28670 / 0.28667 hartree
highest occupied orbital energy (spin up / spin down) = -8.952 / -8.952 eV
charge = 0
calculated total energy = -16279.6677 eV
largest force on an atom = 0.1126 Eh/bohr

CARTESIAN COORDINATES (ANGSTROEM)
C  1.61  -0.13  -0.14
C  2.71  0.75  0.27
C  -3.19  -0.26  0.38
C  1.08  0.08  -1.42
O  1.06  -0.84  0.70
O  -0.91  -0.01  -1.03
Si  -1.18  -0.66  0.41
H  3.52  1.11  -0.40
H  2.13  1.68  0.59
H  3.11  0.34  1.13
H  -3.72  -0.91  -0.46
H  -3.53  -0.41  1.39
H  -3.37  0.76  0.19
H  1.23  -0.65  -2.30
H  1.17  1.10  -1.82
H  -0.78  0.10  1.69
H  -0.94  -2.07  0.82

Löwdin atomic charge list, values in e, 2 entries: number 1, C, carries -0.54; number 2, C, carries 0.00

***

No. 3
The following is a DFT calculation (ωB97M-V with the def2-TZVPD basis set) of a structure of composition C36H35F5MoN3P2SSe.

Output
Kohn-Sham gap = 0.20951 hartree
highest occupied orbital energy = -16.193 eV
charge = +3
calculated total energy = -152547.5815 eV
largest force on an atom = 0.0111 Eh/bohr

CARTESIAN COORDINATES (ANGSTROEM)
Mo  0.39  -0.29  -0.29
C  -0.06  2.19  1.71
N  0.71  1.21  0.95
P  1.92  1.47  -0.15
C  3.54  1.26  0.56
C  3.69  0.96  1.91
C  4.97  0.78  2.42
C  6.07  0.87  1.58
C  5.91  1.16  0.23
C  4.64  1.36  -0.29
C  1.81  2.93  -1.15
C  2.14  4.15  -0.56
C  2.09  5.31  -1.32
C  1.75  5.24  -2.66
C  1.46  4.02  -3.26
C  1.49  2.86  -2.50
P  -1.22  -1.33  1.14
C  -1.48  -1.11  2.85
C  -2.73  -1.35  3.45
C  -2.89  -1.12  4.80
C  -1.81  -0.68  5.57
C  -0.57  -0.45  4.98
C  -0.40  -0.63  3.63
C  -2.03  -2.78  0.59
C  -2.27  -2.92  -0.80
C  -2.82  -4.08  -1.29
C  -3.13  -5.12  -0.42
C  -2.87  -5.01  0.95
C  -2.33  -3.85  1.46
H  0.58  2.76  2.38
H  -0.83  1.70  2.30
H  -0.52  2.90  1.01
H  2.83  0.88  2.56
H  5.11  0.57  3.47
H  7.06  0.73  1.99
H  6.78  1.24  -0.41
H  4.52  1.61  -1.34
H  2.45  4.20  0.48
H  2.34  6.26  -0.87
H  1.73  6.14  -3.25
H  1.22  3.98  -4.31
H  1.30  1.90  -2.98
H  -3.57  -1.70  2.85
H  -3.85  -1.29  5.27
H  -1.94  -0.52  6.63
H  0.26  -0.12  5.59
H  0.56  -0.45  3.16
H  -2.00  -2.11  -1.47
H  -3.01  -4.19  -2.35
H  -3.56  -6.03  -0.81
H  -3.09  -5.84  1.61
H  -2.09  -3.78  2.51
C  -4.02  0.08  -4.92
C  -3.12  -0.52  -3.86
N  -3.52  -0.03  -2.52
C  -2.75  0.44  -1.56
S  -1.01  0.69  -1.86
N  -3.25  0.80  -0.39
C  -4.69  0.78  -0.04
C  -5.45  1.98  -0.57
H  -3.76  -0.35  -5.89
H  -3.90  1.16  -4.98
H  -5.07  -0.16  -4.73
H  -2.08  -0.25  -4.02
H  -3.19  -1.61  -3.85
H  -4.52  0.00  -2.36
H  -2.64  1.35  0.19
H  -4.74  0.74  1.05
H  -5.11  -0.16  -0.39
H  -5.02  2.91  -0.19
H  -6.49  1.93  -0.25
H  -5.44  2.03  -1.66
F  6.50  -2.85  1.03
C  5.44  -2.53  0.32
C  5.53  -2.43  -1.06
F  6.68  -2.67  -1.66
C  4.42  -2.07  -1.80
F  4.53  -1.98  -3.12
C  3.21  -1.79  -1.18
Se  1.66  -1.30  -2.15
C  3.17  -1.89  0.20
F  1.99  -1.57  0.83
C  4.24  -2.26  0.97
F  4.14  -2.33  2.29

Löwdin atomic charge list, values in e, 2 entries: number 1, Mo, carries 0.66; number 2, C, carries -0.12

***

No. 4
The following is a DFT calculation (ωB97M-V with the def2-TZVPD basis set) of a cluster of 2 separate species, C2H3NO3 in total at a distorted geometry.

Output
Kohn-Sham gap = 0.39418 hartree
highest occupied orbital energy = -10.006 eV
charge = 0
calculated total energy = -9754.0646 eV
largest force on an atom = 0.1262 Eh/bohr

CARTESIAN COORDINATES (ANGSTROEM)
C  -2.05  0.25  0.31
C  0.85  0.02  -0.07
N  0.42  -0.69  -1.05
O  0.32  1.27  0.17
O  1.61  -0.44  0.89
O  -2.39  -0.44  1.14
H  -0.30  1.51  -0.43
H  1.54  -1.36  0.92
H  0.00  -0.11  -1.88

Löwdin atomic charge list, values in e, 2 entries: number 1, C, carries 0.04; number 2, C, carries -0.62